106
Properties=species:S:1:pos:R:3:lowdin_charge:R:1 method="wB97M-V/def2-TZVPD" de_lowest_kcal_mol=12.9 total_charge=+4 largest_force_ev_per_a=1.19 e_homo_ev="-18.9 / -18.9" e_tot_ha=-4282.22961 orbital_gap_ha="0.209 / 0.209"
Cr -0.56 -0.54 -0.04 0.684
C -1.15 1.54 3.73 -0.136
Si -1.26 -0.23 3.21 0.487
C -2.96 -0.70 2.66 -0.151
C -0.60 -1.43 4.45 -0.137
N -0.10 -0.34 1.72 -0.286
P 1.57 -0.19 1.64 0.886
C 1.33 -0.66 -0.04 -0.284
P 1.56 -0.30 -1.74 0.873
N -0.10 -0.51 -1.82 -0.279
Si -1.15 -0.96 -3.35 0.502
C -1.66 -2.74 -3.19 -0.138
C -2.59 0.19 -3.25 -0.165
C -0.08 -0.65 -4.83 -0.129
C 2.12 1.34 -2.06 -0.325
C 3.20 1.83 -1.32 -0.078
C 3.76 3.05 -1.65 -0.029
C 3.23 3.79 -2.71 -0.008
C 2.15 3.30 -3.45 -0.023
C 1.59 2.08 -3.13 -0.053
C 2.47 -1.52 -2.60 -0.323
C 3.49 -1.14 -3.48 -0.044
C 4.16 -2.11 -4.20 -0.013
C 3.82 -3.44 -4.06 0.001
C 2.80 -3.83 -3.18 -0.028
C 2.13 -2.87 -2.45 -0.080
C 2.06 1.48 1.93 -0.318
C 3.22 1.74 2.67 -0.043
C 3.60 3.05 2.90 -0.015
C 2.84 4.09 2.39 -0.004
C 1.70 3.84 1.62 -0.035
C 1.31 2.53 1.40 -0.096
C 2.54 -1.37 2.50 -0.319
C 2.74 -1.28 3.88 -0.085
C 3.54 -2.21 4.52 -0.013
C 4.16 -3.21 3.78 0.000
C 3.98 -3.30 2.40 -0.030
C 3.17 -2.38 1.76 -0.073
H -1.83 1.68 4.57 0.069
H -1.45 2.22 2.93 0.011
H -0.15 1.82 4.06 0.047
H -3.64 -0.47 3.49 0.069
H -3.06 -1.77 2.47 0.040
H -3.33 -0.15 1.79 0.018
H -1.46 -1.92 4.93 0.062
H -0.04 -0.93 5.24 0.051
H 0.02 -2.22 4.03 0.035
H -2.58 -2.87 -2.62 0.028
H -0.88 -3.38 -2.76 0.035
H -1.85 -3.11 -4.20 0.068
H -3.30 -0.08 -2.46 0.029
H -3.14 0.16 -4.20 0.069
H -2.26 1.23 -3.10 0.035
H 0.99 -0.59 -4.67 0.022
H -0.40 0.26 -5.34 0.058
H -0.24 -1.49 -5.52 0.065
H 3.63 1.26 -0.50 0.114
H 4.60 3.43 -1.10 0.128
H 3.68 4.74 -2.98 0.133
H 1.76 3.88 -4.28 0.129
H 0.76 1.70 -3.71 0.094
H 3.76 -0.09 -3.59 0.120
H 4.96 -1.82 -4.88 0.134
H 4.34 -4.19 -4.64 0.135
H 2.55 -4.88 -3.08 0.126
H 1.33 -3.17 -1.77 0.087
H 3.83 0.93 3.06 0.113
H 4.49 3.26 3.48 0.133
H 3.14 5.12 2.57 0.134
H 1.13 4.66 1.21 0.123
H 0.43 2.34 0.80 0.089
H 2.27 -0.49 4.46 0.118
H 3.70 -2.14 5.58 0.134
H 4.81 -3.92 4.28 0.135
H 4.49 -4.07 1.84 0.127
H 3.05 -2.45 0.68 0.096
N -0.47 -5.84 0.85 0.208
C -1.10 -4.71 0.53 -0.312
C -0.44 -3.46 0.47 -0.010
N -1.14 -2.38 0.14 -0.057
C -2.45 -2.46 -0.12 -0.132
C -3.07 -3.71 -0.05 -0.054
N -2.42 -4.80 0.26 0.197
H 0.50 -5.87 1.11 0.129
H -1.00 -6.70 0.89 0.145
H 0.61 -3.33 0.70 0.115
H -2.99 -1.56 -0.37 0.115
H -4.13 -3.81 -0.25 0.147
N -1.73 0.99 -0.09 0.122
C -2.43 1.94 -0.12 -0.166
N -3.20 2.94 -0.15 -0.019
C -4.15 3.18 -1.31 -0.071
C -5.44 3.78 -0.76 -0.150
C -5.73 3.24 0.63 -0.168
C -4.70 3.74 1.65 -0.142
C -3.32 3.91 1.00 -0.074
H -4.32 2.20 -1.77 0.118
H -3.64 3.83 -2.02 0.139
H -6.24 3.54 -1.46 0.135
H -5.36 4.87 -0.74 0.132
H -5.73 2.14 0.60 0.116
H -6.73 3.53 0.95 0.132
H -4.64 3.07 2.50 0.115
H -4.99 4.72 2.03 0.134
H -2.49 3.73 1.67 0.110
H -3.19 4.89 0.55 0.143

---

108
Properties=species:S:1:pos:R:3:lowdin_charge:R:1 method="wB97M-V/def2-TZVPD" total_charge=-1 largest_force_ev_per_a=1.89 e_homo_ev=-2.6 e_tot_ha=-2667.32690 orbital_gap_ha=0.108
Cs -1.14 0.91 -2.26 1.201
N -4.44 -0.12 -1.08 0.014
C -4.72 -1.29 -0.25 -0.285
C -3.43 -2.02 0.15 -0.273
N -2.56 -2.29 -0.96 -0.058
C -3.05 -3.32 -1.84 -0.245
C -2.06 -3.69 -2.92 -0.274
N -1.78 -2.54 -3.76 0.009
H -3.55 0.25 -0.78 -0.004
H -5.14 0.60 -0.97 0.063
H -5.40 -1.97 -0.77 0.092
H -5.22 -1.04 0.70 0.097
H -3.73 -2.93 0.70 0.101
H -2.90 -1.38 0.86 0.097
H -1.59 -2.43 -0.68 0.064
H -3.97 -2.97 -2.32 0.109
H -3.33 -4.24 -1.28 0.109
H -2.47 -4.56 -3.47 0.096
H -1.13 -4.01 -2.46 0.103
H -2.58 -2.21 -4.28 0.053
H -1.00 -2.66 -4.39 0.069
F -0.81 -0.36 5.31 0.039
C -0.51 0.77 4.64 -0.207
C -1.03 0.92 3.39 0.078
C -0.78 2.08 2.67 -0.048
C -1.07 2.07 1.21 -0.319
O -1.39 1.02 0.68 -0.049
C -0.87 3.34 0.56 -0.030
C -0.49 4.41 1.29 0.038
N -0.08 4.36 2.62 -0.006
C 0.45 5.53 3.25 -0.264
C 1.33 6.45 2.46 -0.086
C 1.93 5.60 3.54 -0.111
C -0.17 3.16 3.30 -0.120
C 0.42 2.96 4.56 0.047
C 0.36 1.72 5.18 -0.160
N 1.33 1.46 6.22 -0.073
C 2.69 1.68 5.74 -0.146
C 3.10 0.60 4.75 -0.071
N 3.09 -0.72 5.48 0.070
C 1.76 -1.01 6.13 -0.082
C 1.28 0.20 6.94 -0.143
C -1.16 3.58 -0.94 -0.821
O -0.26 4.18 -1.55 -0.017
O -2.24 3.11 -1.35 -0.251
H -1.58 0.12 2.91 0.138
H -0.37 5.37 0.82 0.138
H -0.21 5.99 3.98 0.150
H 1.22 7.51 2.63 0.105
H 1.55 6.17 1.44 0.112
H 2.25 6.06 4.46 0.099
H 2.51 4.75 3.21 0.108
H 0.99 3.75 5.03 0.111
H 3.38 1.71 6.60 0.131
H 2.78 2.64 5.25 0.113
H 4.10 0.74 4.34 0.140
H 2.39 0.52 3.94 0.128
H 3.82 -0.71 6.19 0.172
H 3.31 -1.47 4.82 0.158
H 1.89 -1.89 6.75 0.138
H 1.08 -1.24 5.32 0.105
H 1.91 0.31 7.84 0.126
H 0.27 -0.01 7.28 0.131
C -4.25 0.77 -6.39 -0.096
C -3.52 1.25 -7.47 -0.096
C -2.15 1.30 -7.38 -0.034
C -1.49 0.85 -6.22 -0.232
N -2.21 0.41 -5.18 0.043
C -3.54 0.38 -5.26 -0.168
C 0.00 0.91 -6.08 -0.253
C 0.76 0.95 -7.27 -0.097
C 2.13 1.14 -7.21 -0.141
C 2.73 1.29 -5.96 -0.142
C 1.95 1.18 -4.81 -0.201
C 0.55 1.00 -4.78 -0.198
H -5.33 0.73 -6.40 0.088
H -4.03 1.60 -8.36 0.094
H -1.57 1.70 -8.20 0.093
H -4.06 0.02 -4.38 0.098
H 0.29 0.81 -8.24 0.082
H 2.72 1.16 -8.13 0.077
H 3.80 1.45 -5.90 0.080
H 2.49 1.26 -3.86 0.071
C -0.89 -3.49 2.13 -0.180
Si 0.77 -3.25 1.28 0.325
C 1.73 -2.02 2.39 -0.183
C 1.72 -4.87 1.61 -0.198
N 0.56 -2.74 -0.28 -0.077
C 1.55 -2.54 -1.21 -0.386
C 1.26 -2.09 -2.53 -0.065
C 2.24 -1.95 -3.49 -0.107
C 3.58 -2.22 -3.22 -0.138
C 3.91 -2.64 -1.94 -0.142
C 2.93 -2.80 -0.97 -0.085
H -0.80 -4.08 3.05 0.017
H -1.59 -4.00 1.46 0.019
H -1.35 -2.52 2.39 0.006
H 1.79 -2.41 3.42 -0.005
H 1.23 -1.04 2.40 0.014
H 2.75 -1.88 2.00 0.020
H 1.50 -5.24 2.63 0.007
H 2.80 -4.74 1.52 0.005
H 1.43 -5.65 0.90 0.024
H 0.23 -1.85 -2.80 0.041
H 1.96 -1.56 -4.46 0.091
H 4.34 -2.08 -3.98 0.081
H 4.94 -2.86 -1.69 0.081
H 3.23 -3.15 0.02 0.057

---

118
Properties=species:S:1:pos:R:3:lowdin_charge:R:1 method="wB97M-V/def2-TZVPD" de_lowest_kcal_mol=0.0 largest_force_ev_per_a=3.13 e_homo_ev="-6.5 / -6.8" s_squared=0.804 e_tot_ha=-6794.38503 multiplicity=2 orbital_gap_ha="0.218 / 0.228"
Ru -0.36 -0.06 -0.17 1.034
C -1.54 5.67 0.66 -0.023
C -1.67 4.44 -0.26 -0.530
C -2.20 4.87 -1.63 -0.028
C -2.64 3.44 0.36 -0.088
N -0.30 3.91 -0.41 0.002
C 0.61 4.47 -1.26 -0.027
C 1.82 3.95 -0.96 -0.068
N 1.67 3.07 0.08 0.016
B 2.93 2.43 0.72 -0.584
N 3.57 1.40 -0.22 0.025
C 4.86 0.97 -0.02 -0.047
C 5.12 -0.03 -0.89 -0.030
N 3.98 -0.24 -1.63 0.009
C 3.04 0.64 -1.20 -0.665
S 1.48 0.85 -1.83 0.841
C 3.78 -1.29 -2.64 -0.545
C 3.38 -0.65 -3.97 -0.046
C 5.08 -2.07 -2.84 -0.047
C 2.68 -2.23 -2.13 -0.035
N 2.58 1.79 2.08 0.013
C 2.53 2.54 3.22 -0.068
C 2.02 1.77 4.21 -0.049
N 1.75 0.54 3.69 -0.004
C 2.09 0.57 2.37 -0.715
S 2.00 -0.72 1.28 0.742
C 1.02 -0.54 4.38 -0.545
C -0.36 -0.68 3.74 -0.051
C 0.85 -0.18 5.86 -0.050
C 1.83 -1.84 4.29 -0.052
C 0.36 3.03 0.37 -0.639
S -0.34 2.00 1.53 0.802
H -2.52 6.14 0.77 0.088
H -0.84 6.39 0.26 0.082
H -1.20 5.35 1.65 0.083
H -3.24 5.14 -1.53 0.088
H -2.12 4.05 -2.35 0.061
H -1.67 5.74 -2.02 0.075
H -3.66 3.77 0.16 0.087
H -2.51 3.36 1.43 0.039
H -2.52 2.45 -0.08 0.043
H 0.34 5.16 -2.03 0.123
H 2.78 4.13 -1.40 0.127
H 3.72 3.31 0.92 0.126
H 5.48 1.42 0.72 0.126
H 6.01 -0.60 -1.02 0.113
H 4.12 0.08 -4.28 0.090
H 2.42 -0.15 -3.89 0.024
H 3.30 -1.41 -4.74 0.088
H 5.88 -1.41 -3.17 0.086
H 4.93 -2.81 -3.62 0.090
H 5.38 -2.58 -1.93 0.086
H 1.73 -1.71 -2.06 0.028
H 2.93 -2.61 -1.15 0.085
H 2.56 -3.07 -2.82 0.093
H 2.85 3.56 3.24 0.121
H 1.86 2.02 5.24 0.110
H -0.89 0.27 3.76 0.067
H -0.94 -1.43 4.28 0.091
H -0.29 -1.00 2.70 0.017
H 0.19 0.68 5.99 0.085
H 1.81 0.02 6.33 0.086
H 0.40 -1.03 6.37 0.088
H 1.89 -2.18 3.26 0.017
H 1.35 -2.61 4.88 0.086
H 2.83 -1.68 4.66 0.090
F -2.85 -5.77 -2.06 0.044
C -3.36 -4.53 -2.25 -0.202
C -2.52 -3.46 -2.28 0.074
C -3.02 -2.18 -2.52 -0.048
C -2.10 -1.04 -2.46 -0.312
O -0.90 -1.20 -2.17 -0.086
C -2.71 0.22 -2.78 -0.021
C -4.03 0.30 -3.08 0.051
N -4.88 -0.76 -3.08 0.009
C -6.28 -0.52 -3.29 -0.249
C -7.27 -0.81 -2.20 -0.115
C -6.94 0.60 -2.55 -0.077
C -4.39 -2.01 -2.79 -0.123
C -5.23 -3.13 -2.74 0.050
C -4.74 -4.39 -2.41 -0.163
N -5.57 -5.52 -2.28 -0.099
C -5.46 -6.30 -1.07 -0.115
C -6.63 -5.97 -0.10 -0.106
N -7.24 -4.69 -0.51 0.004
C -7.89 -4.79 -1.83 -0.090
C -6.90 -5.49 -2.80 -0.128
C -1.92 1.51 -2.69 -0.612
O -2.15 2.39 -3.51 0.025
O -1.12 1.60 -1.72 -0.170
H -1.45 -3.57 -2.11 0.115
H -4.46 1.26 -3.32 0.153
H -6.59 -0.71 -4.32 0.154
H -6.87 -1.17 -1.26 0.082
H -8.24 -1.21 -2.48 0.095
H -6.34 1.13 -1.83 0.109
H -7.66 1.21 -3.07 0.105
H -6.27 -2.99 -2.96 0.092
H -4.52 -6.08 -0.58 0.123
H -5.48 -7.36 -1.31 0.134
H -6.26 -5.85 0.92 0.116
H -7.40 -6.75 -0.12 0.133
H -6.45 -3.99 -0.50 0.043
H -7.89 -4.36 0.21 0.179
H -8.15 -3.79 -2.16 0.111
H -8.81 -5.38 -1.73 0.132
H -6.90 -5.00 -3.77 0.135
H -7.22 -6.53 -2.95 0.131
Se -0.64 -5.05 0.52 0.539
C -0.52 -3.32 0.47 -1.004
N -0.51 -2.15 0.48 -0.086
Cl -5.21 -3.12 0.96 0.721
C -3.69 -2.27 1.02 -0.450
C -3.80 -0.86 0.29 -0.734
O -4.88 -0.60 -0.24 -0.025
O -2.77 -0.19 0.38 -0.079
H -2.95 -2.91 0.54 0.020
H -3.44 -2.13 2.07 0.082

---

126
Properties=species:S:1:pos:R:3:lowdin_charge:R:1 method="wB97M-V/def2-TZVPD" total_charge=-1 largest_force_ev_per_a=3.92 e_homo_ev=-7.1 e_tot_ha=-7026.70319 orbital_gap_ha=0.329
C 1.38 2.02 2.71 -0.713
F 0.84 1.25 3.64 0.136
F 1.54 3.26 3.08 0.120
F 2.55 1.48 2.39 0.148
S 0.34 1.98 1.15 0.644
O -0.87 2.73 1.43 -0.314
O 1.17 2.62 0.15 -0.302
N 0.15 0.31 0.90 -0.277
S -0.49 0.26 -0.52 0.545
O -1.33 1.36 -0.96 -0.307
O 0.48 -0.16 -1.52 -0.304
C -1.72 -1.15 -0.36 -0.656
F -2.40 -1.25 -1.50 0.126
F -1.05 -2.30 -0.19 0.115
F -2.55 -1.00 0.66 0.145
C -1.81 -3.46 -3.36 0.007
C -1.52 -4.71 -4.16 -0.539
O -1.92 -4.90 -5.31 0.021
N -0.71 -5.59 -3.57 -0.001
C -0.27 -6.83 -4.14 -0.079
H -1.11 -2.67 -3.66 0.095
H -1.65 -3.62 -2.30 0.062
H -2.81 -3.07 -3.53 0.060
H -0.42 -5.29 -2.65 0.125
H -1.05 -7.58 -3.99 0.086
H 0.65 -7.17 -3.65 0.070
H 0.01 -6.67 -5.17 0.085
C 2.85 -0.16 5.90 -0.002
C 4.18 -0.87 6.12 -0.554
O 4.41 -1.90 5.52 0.057
N 5.05 -0.25 6.94 -0.013
C 6.39 -0.66 7.32 -0.068
H 2.09 -0.75 6.42 0.091
H 2.60 -0.22 4.84 0.060
H 2.85 0.90 6.13 0.017
H 4.59 0.44 7.51 0.122
H 6.31 -1.34 8.17 0.081
H 6.88 0.24 7.69 0.077
H 6.94 -1.11 6.49 0.086
C -1.93 5.47 -0.45 -0.013
C -3.32 4.87 -0.44 -0.561
O -4.29 5.56 -0.75 0.021
N -3.40 3.56 -0.18 0.023
C -4.66 2.85 -0.01 -0.070
H -1.33 5.18 0.41 0.027
H -1.89 6.52 -0.70 0.079
H -1.56 4.94 -1.34 0.028
H -2.63 3.06 0.23 0.070
H -5.24 2.71 -0.92 0.087
H -5.23 3.40 0.74 0.074
H -4.44 1.86 0.39 0.074
C 3.22 -1.47 0.93 -0.003
C 2.70 -2.05 2.22 -0.557
O 3.42 -2.77 2.89 0.031
N 1.43 -1.78 2.55 0.009
C 0.68 -2.29 3.68 -0.071
H 3.84 -2.23 0.46 0.084
H 3.85 -0.62 1.19 0.070
H 2.46 -1.09 0.25 0.056
H 0.94 -0.99 2.11 0.058
H 0.08 -3.15 3.35 0.081
H 0.00 -1.52 4.04 0.073
H 1.33 -2.69 4.46 0.080
C 1.44 6.95 0.40 -1.006
Cl 1.07 5.69 1.57 0.601
Cl 2.70 8.10 0.92 0.491
H 1.69 6.51 -0.56 0.036
H 0.55 7.56 0.30 0.014
C 0.52 3.06 -3.25 -1.004
Cl 0.39 1.84 -4.54 0.527
Cl -0.39 4.53 -3.64 0.544
H 0.13 2.67 -2.32 -0.014
H 1.56 3.35 -3.17 0.021
C 0.42 4.36 5.87 -1.029
Cl -1.22 3.70 5.99 0.530
Cl 1.64 3.31 6.58 0.548
H 0.68 4.55 4.84 0.000
H 0.37 5.32 6.39 0.024
F -5.43 -0.65 5.78 0.043
C -4.89 0.24 4.92 -0.287
C -3.52 0.17 4.71 -0.006
C -2.94 1.03 3.77 -0.071
C -3.73 1.92 3.05 -0.086
C -5.11 1.84 3.18 -0.085
C -5.70 1.05 4.15 -0.023
H -2.90 -0.52 5.26 0.112
H -1.87 1.18 3.67 0.083
H -3.34 2.63 2.34 0.081
H -5.83 2.36 2.55 0.094
H -6.76 0.98 4.32 0.117
F 2.07 -1.47 -4.83 0.059
C 2.24 -2.65 -4.20 -0.281
C 2.30 -2.66 -2.81 0.001
C 2.56 -3.87 -2.19 -0.079
C 2.70 -5.05 -2.93 -0.116
C 2.70 -5.01 -4.32 -0.092
C 2.47 -3.78 -4.93 -0.019
H 2.32 -1.79 -2.18 0.091
H 2.73 -3.93 -1.12 0.100
H 2.85 -5.96 -2.37 0.098
H 2.76 -5.96 -4.84 0.100
H 2.50 -3.65 -6.01 0.119
F -5.05 -2.80 -7.32 0.081
C -5.58 -2.40 -6.17 -0.288
C -6.95 -2.52 -5.96 -0.029
C -7.52 -2.27 -4.72 -0.095
C -6.74 -1.78 -3.69 -0.096
C -5.39 -1.48 -3.93 -0.076
C -4.84 -1.83 -5.16 -0.022
H -7.51 -2.93 -6.80 0.114
H -8.57 -2.49 -4.59 0.100
H -7.13 -1.50 -2.72 0.098
H -4.78 -0.93 -3.22 0.101
H -3.76 -1.76 -5.23 0.114
F 7.59 1.74 -2.79 0.049
C 6.28 1.45 -2.71 -0.295
C 5.45 1.50 -3.82 -0.020
C 4.10 1.25 -3.64 -0.082
C 3.56 1.05 -2.38 -0.087
C 4.41 0.99 -1.29 -0.071
C 5.79 1.13 -1.45 -0.006
H 5.93 1.70 -4.77 0.112
H 3.47 1.33 -4.52 0.089
H 2.49 0.93 -2.25 0.074
H 3.94 0.89 -0.32 0.082
H 6.46 1.30 -0.61 0.115